1.
Formula: C4H10OS2
Source: the Open Molecules 2025 dataset
Level of theory: the ωB97M-V functional and the def2-TZVPD basis

Its molecular weight is 138.26 g mol⁻¹. Its frontier orbital gap (spin up / spin down) is 7.23 / 7.89 eV. The total energy comes out at -1029.90775 Ha. As for the max |F|: 3.09 eV Å⁻¹. For the energy relative to the best compared isomer or geometry (same formula, charge and spin), the calculation gives 77.8 kcal per mole. The calculation puts the lowest unoccupied orbital energy (spin up / spin down) at -0.3 / 0.2 eV.

```
17
Properties=species:S:1:pos:R:3:forces:R:3
C 2.04287 -0.28862 -1.09090 -0.2601 1.1278 0.5738
C 1.26380 -1.46864 1.12133 1.1676 -0.0224 -2.5983
C -2.81852 1.69393 0.19952 0.3960 1.2319 -1.0140
C 1.25438 -0.30898 0.21896 -1.4936 -1.2237 -1.8759
O -1.42774 0.01694 -1.51704 -0.3684 0.4033 -1.3601
S -1.75623 0.70903 1.26413 -0.6329 0.4076 0.9075
S -1.25738 -0.64120 -0.22436 2.1580 -0.7199 0.3182
H 1.79132 -1.09951 -1.78823 -0.2725 0.2706 0.2214
H 1.88140 0.72777 -1.55532 0.2180 -1.2687 0.1607
H 3.13741 -0.40434 -0.91564 -0.5497 0.1566 0.1513
H 1.01565 -2.35049 0.57230 0.3002 -0.8962 -0.6353
H 0.51173 -1.43989 1.80672 -1.5438 0.5053 2.6252
H 2.26329 -1.52509 1.44532 1.2255 -0.6387 1.3218
H -3.77521 1.24319 -0.13700 0.6367 0.1439 0.5563
H -2.14552 1.81679 -0.68018 -0.9695 0.1507 0.2978
H -2.95786 2.72184 0.61794 0.0120 -1.0574 -0.0464
H 0.97660 0.59728 0.66247 -0.0234 1.4294 0.3961
```
Positions in Å, forces in eV/Å.

2.
Formula: C4H10OS2
Source: the Open Molecules 2025 dataset
Level of theory: the ωB97M-V functional and the def2-TZVPD basis

Its SMILES is C1CSCCS1.O. Its molecular weight is 138.26 g mol⁻¹. Its frontier orbital gap is 8.96 eV. The total energy comes out at -1030.00125 Ha. As for the max |F|: 2.64 eV Å⁻¹. For the energy relative to the best compared isomer or geometry (same formula, charge and spin), the calculation gives 19.1 kcal per mole. The calculation puts the lowest unoccupied orbital energy at 0.5 eV.

```
17
Properties=species:S:1:pos:R:3:forces:R:3
C -0.70803 2.49299 0.72891 -0.3998 0.4859 0.7754
C -0.65694 1.54393 -0.44929 0.2391 0.9825 -0.6018
S 0.00000 0.00000 0.00000 0.1357 -2.5373 0.7299
C 1.64390 0.45770 0.58920 0.2183 0.8119 0.5277
C 1.62698 1.40826 1.86309 -0.6123 -0.9573 -0.9203
S 0.90039 3.01447 1.41411 0.6852 0.6747 -0.4550
H -1.18415 2.09057 1.64368 -0.3589 -0.2409 -0.8916
H -1.27005 3.39769 0.42707 0.5442 -0.1528 0.3765
H 0.01583 1.91435 -1.24654 -0.5092 0.3845 0.2917
H -1.65218 1.37104 -0.90215 0.4488 0.0519 0.3374
H 2.24487 -0.44849 0.79682 -0.6106 0.2866 -0.1530
H 2.07241 0.94790 -0.30609 0.3239 0.1007 0.7990
H 0.95896 1.04253 2.66649 0.4727 -0.4164 -0.4945
H 2.64997 1.47575 2.28067 -0.5801 0.5246 -0.3287
O -5.81565 1.33529 -1.95671 0.3402 0.9143 0.7855
H -5.84175 2.30559 -2.11826 0.0293 -1.0406 0.2101
H -5.49261 1.24651 -1.03150 -0.3666 0.1277 -0.9884
```
Positions in Å, forces in eV/Å.

3.
Formula: C4H10OS2
Source: the Open Molecules 2025 dataset
Level of theory: the ωB97M-V functional and the def2-TZVPD basis

Its SMILES is CSSCCCO. Its molecular weight is 138.26 g mol⁻¹. Its frontier orbital gap is 9.51 eV. The total energy comes out at -1030.01301 Ha. As for the max |F|: 1.36 eV Å⁻¹. For the energy relative to the best compared isomer or geometry (same formula, charge and spin), the calculation gives 11.8 kcal per mole. The calculation puts the lowest unoccupied orbital energy at 0.7 eV.

```
17
Properties=species:S:1:pos:R:3:forces:R:3
C 3.25698 -0.24299 0.42373 -0.1465 -1.0656 -0.8345
S 1.93288 0.33021 -0.66745 -0.1056 0.6781 0.5854
S 0.69016 1.37020 0.61950 0.1911 -0.0562 -0.4350
C -0.60700 0.18919 1.10448 -0.0932 0.1139 -0.2189
C -1.13484 -0.69240 -0.01098 0.4442 0.3386 -0.4345
C -1.76286 0.08554 -1.14654 -0.0730 -0.3345 -0.5288
O -2.80104 0.87192 -0.59809 -0.3219 0.5019 -0.0360
H 2.83332 -0.95854 1.11747 0.0932 -0.0010 0.3123
H 3.86852 0.49358 0.91776 -0.1342 0.4880 0.0343
H 3.87946 -0.81257 -0.28133 0.0974 0.0919 0.2930
H -1.40664 0.84237 1.45887 0.0699 -0.0364 0.1395
H -0.25299 -0.43447 1.91112 0.1024 -0.0895 0.3472
H -0.29472 -1.27088 -0.40740 -0.2480 -0.1733 0.0055
H -1.87724 -1.35459 0.40897 -0.1999 -0.3664 0.1418
H -2.16315 -0.58901 -1.91665 -0.0323 -0.1833 0.2520
H -1.01834 0.67675 -1.68002 0.1559 0.3550 0.2197
H -3.14249 1.49568 -1.25345 0.2005 -0.2613 0.1567
```
Positions in Å, forces in eV/Å.

4.
Formula: C4H10P2
Source: the Open Molecules 2025 dataset
Level of theory: the ωB97M-V functional and the def2-TZVPD basis

Its SMILES is C=CP.C=CP. Its molecular weight is 120.07 g mol⁻¹. Its frontier orbital gap is 10.03 eV. The total energy comes out at -840.97438 Ha. As for the max |F|: 3.49 eV Å⁻¹. For the energy relative to the best compared isomer or geometry (same formula, charge and spin), the calculation gives 37.7 kcal per mole. The calculation puts the lowest unoccupied orbital energy at 1.0 eV.

```
16
Properties=species:S:1:pos:R:3:forces:R:3
C 1.05440 -0.08245 0.92584 -1.6391 0.7830 -1.4004
C 1.91346 -1.03057 0.65265 1.7336 -1.9887 -0.0216
P 3.13345 -0.99072 -0.76982 -2.8953 -1.8426 -0.6353
H 0.85882 0.73677 0.17400 0.4698 -0.5828 1.1964
H 0.26080 -0.26952 1.63952 0.1603 0.3334 0.3104
H 1.98328 -1.95613 1.26648 -0.2592 0.7854 -0.2560
H 4.20112 -0.91967 -0.00544 2.2292 0.3597 1.4946
H 2.83837 0.30914 -0.79131 0.2888 2.1958 -0.6332
C -1.88441 1.73169 -0.99075 -0.9561 -0.8728 0.9854
C -2.34226 0.75129 -0.21313 -0.2196 -0.9185 0.2739
P -2.28046 -1.14783 -0.37778 -0.5424 1.4452 0.3661
H -1.29917 1.71384 -1.85593 0.8958 -0.7143 -1.2094
H -2.25123 2.69346 -0.77189 -0.1403 1.2508 0.4608
H -2.93594 1.08823 0.64132 -0.0431 -0.1920 -0.2564
H -2.34590 -1.48696 1.04305 0.4132 0.3883 -0.8627
H -0.90434 -1.14061 -0.56681 0.5043 -0.4299 0.1875
```
Positions in Å, forces in eV/Å.

5.
Formula: C4H10S
Source: the Open Molecules 2025 dataset
Level of theory: the ωB97M-V functional and the def2-TZVPD basis

Its SMILES is C=C.CCS. Its molecular weight is 90.19 g mol⁻¹. Its frontier orbital gap is 9.92 eV. The total energy comes out at -556.53788 Ha. As for the max |F|: 1.19 eV Å⁻¹. For the energy relative to the best compared isomer or geometry (same formula, charge and spin), the calculation gives 27.7 kcal per mole. The calculation puts the lowest unoccupied orbital energy at 1.0 eV.

```
15
Properties=species:S:1:pos:R:3:forces:R:3
C 2.16819 -0.34073 2.08220 -0.4572 -0.9820 -0.2121
C 2.00197 0.96390 1.97228 0.6640 0.0083 -0.1965
H 1.35924 -1.04473 1.89294 -0.2765 0.3380 0.2090
H 3.07202 -0.89982 2.29922 0.3605 0.6517 -0.0150
H 1.05348 1.41246 1.74470 -0.3298 -0.0376 -0.1097
H 2.83929 1.64957 2.00311 0.0434 0.0051 0.3259
C -2.11144 -0.76445 -1.62327 -0.2540 0.5214 0.1875
C -1.38173 0.41245 -0.95550 0.5462 -1.0497 -0.1502
S 0.29834 0.72763 -1.60281 -0.0406 0.3219 -0.3020
H -1.42094 -1.49162 -2.03157 0.0766 -0.2302 0.1031
H -2.75910 -0.43272 -2.43388 0.1122 0.0595 -0.0978
H -2.75709 -1.21854 -0.87133 0.0087 -0.2584 -0.1090
H -1.94212 1.32436 -1.09937 0.0478 0.3396 0.1233
H -1.26286 0.20070 0.10442 -0.1701 0.2240 0.0912
H 0.84275 -0.49846 -1.48115 -0.3312 0.0882 0.1523
```
Positions in Å, forces in eV/Å.

6.
Formula: C4H10S
Source: the Open Molecules 2025 dataset
Level of theory: the ωB97M-V functional and the def2-TZVPD basis

Its SMILES is C=C.CCS. Its molecular weight is 90.19 g mol⁻¹. Its frontier orbital gap is 9.93 eV. The total energy comes out at -556.50842 Ha. As for the max |F|: 3.18 eV Å⁻¹. For the energy relative to the best compared isomer or geometry (same formula, charge and spin), the calculation gives 46.2 kcal per mole. The calculation puts the lowest unoccupied orbital energy at 0.9 eV.

```
15
Properties=species:S:1:pos:R:3:forces:R:3
C 0.57786 -1.35656 2.46808 -1.3366 0.2616 -2.8777
C -0.68321 -1.85383 2.25505 1.6495 1.2675 0.3750
H 0.69789 -0.33176 2.84116 -0.1420 -0.5936 0.3687
H 1.42879 -1.62429 1.73621 -1.1993 -0.3890 1.8225
H -1.63117 -1.38060 2.49029 0.4157 0.4624 0.9230
H -0.93298 -2.72498 1.70706 0.6138 -1.0268 -0.6332
C -0.08238 -0.09863 -2.63408 0.9970 -0.6021 -0.2462
C 0.44058 0.09015 -1.22830 1.9987 1.2804 0.4160
S -0.20400 1.49028 -0.18546 -0.6110 -0.2034 -0.4526
H -0.93317 -0.75247 -2.72530 -0.3978 -0.1736 0.1660
H -0.35558 0.88592 -2.89237 -0.4917 1.0508 -1.1445
H 0.71228 -0.48692 -3.34409 -0.8230 0.5057 0.9329
H 1.52264 0.42978 -1.31371 -1.1734 -1.0799 0.2693
H 0.31160 -0.73253 -0.56332 0.3447 -0.8919 0.1456
H 0.92656 2.18655 -0.13299 0.1555 0.1319 -0.0650
```
Positions in Å, forces in eV/Å.

> What is the max |F| in the fourth record?

3.49 eV Å⁻¹